Version a
The following is a DFT calculation (the ωB97M-V functional and the def2-TZVPD basis) of an isolated molecule of C2H2FIO.

Its spin multiplicity is 1. Its HOMO-LUMO gap is 7.43 eV. Its net charge is 0. Its SMILES is F/C=C/OI. The LUMO energy comes out at -1.5 eV.

```
7
C2H2FIO (the ωB97M-V functional and the def2-TZVPD basis)
C -0.182 0.608 -0.076
C 0.672 -0.280 0.572
O -1.287 0.399 -0.836
F 1.813 0.335 1.074
I -1.962 -1.474 -1.273
H -0.003 1.708 -0.052
H 0.948 -1.297 0.591
```

natural (NBO) population analysis, charges in e, atoms 1 to 4: atom 1 (C): 0.078, atom 2 (C): 0.079, atom 3 (O): -0.645, atom 4 (F): -0.365

=====

Version b
The following is a DFT calculation (the ωB97M-V functional and the def2-TZVPD basis) of a cluster of 2 separate species, C2H2FIO in total.

Its spin multiplicity is 1. Its HOMO-LUMO gap (alpha / beta) is 7.49 / 7.47 eV. Its net charge is 0. The LUMO energy (alpha / beta) comes out at -1.5 / -1.5 eV.

```
7
C2H2FIO (the ωB97M-V functional and the def2-TZVPD basis)
C 0.233 -0.394 0.057
C 0.204 0.951 -0.059
O -1.748 -1.200 0.125
F 1.418 1.591 0.020
I -3.062 0.189 0.053
H 0.741 -1.351 0.358
H -0.483 1.657 -0.468
```

natural (NBO) population analysis, charges in e, atoms 1 to 4: atom 1 (C): 0.084, atom 2 (C): 0.142, atom 3 (O): -0.816, atom 4 (F): -0.326

=====

Version c
The following is a DFT calculation (the ωB97M-V functional and the def2-TZVPD basis) of a cluster of 2 separate species, C2H2FIO in total.

Its spin multiplicity is 1. Its HOMO-LUMO gap (alpha / beta) is 8.29 / 8.29 eV. Its net charge is 0. The LUMO energy (alpha / beta) comes out at 0.1 / 0.1 eV.

```
7
C2H2FIO (the ωB97M-V functional and the def2-TZVPD basis)
C -1.037 -0.949 -0.798
C -0.497 1.005 0.491
O -0.655 -1.987 -0.407
F 0.773 1.377 0.093
I -1.933 2.431 0.561
H -1.545 -0.424 -1.662
H -0.347 0.570 1.456
```

natural (NBO) population analysis, charges in e, atoms 1 to 4: atom 1 (C): 0.489, atom 2 (C): -0.159, atom 3 (O): -0.441, atom 4 (F): -0.374

=====

Which of the structures shown above is the most stable? The most stable is version a.